# 1
Density functional theory data (wB97M-V/def2-TZVPD) for 8 unconnected molecules or ions with the total composition C35H70O28S at a distorted geometry.

The geometry in ORCA input format:
```
! RIJCOSX wB97M-V def2-TZVPD def2/J DEFGRID3
* xyz 0 1
C 5.8808 2.4094 0.0020
C 6.2337 1.7602 -1.4708
O 5.0434 1.2755 -2.1911
C 4.2628 2.3775 -2.7750
C 2.6764 2.4106 -2.2521
O 1.7020 2.4724 -3.3544
C 0.3805 2.9740 -2.8732
C -0.8289 2.4701 -3.8813
O -2.1162 2.2183 -3.1854
C -2.9952 3.3935 -3.2632
C -4.0000 3.6048 -1.9860
C -5.4692 2.8351 -2.2058
C -5.3358 1.2108 -2.3702
C -5.6629 0.4000 -0.9513
O -6.4245 0.7964 -3.3097
C -4.3916 5.2318 -1.9900
C -3.9182 6.0194 -0.6338
C -2.3457 5.6733 -0.3253
O -2.1706 4.3532 0.2995
S -3.2665 3.1967 -0.3131
O -4.4810 3.1422 0.6942
O -2.5778 1.8151 -0.2112
H 6.0424 1.5498 0.7988
H 6.5491 3.3304 0.2895
H 4.7255 2.6812 0.0434
H 6.9506 0.8305 -1.2595
H 6.8843 2.5376 -2.0628
H 4.2355 2.1828 -3.9515
H 4.8036 3.4177 -2.6394
H 2.5556 1.4075 -1.6163
H 2.5912 3.3242 -1.4970
H 0.2058 2.7120 -1.7459
H 0.4369 4.1578 -3.0148
H -0.4658 1.4226 -4.3163
H -0.9208 3.1928 -4.7981
H -3.6747 3.2346 -4.2316
H -2.3398 4.3439 -3.4737
H -5.9511 3.3292 -3.1792
H -6.2110 3.1197 -1.3190
H -4.3321 0.8775 -2.8706
H -4.9254 0.6805 -0.0869
H -5.5552 -0.7460 -1.1916
H -6.7561 0.6366 -0.5561
H -6.7448 -0.0991 -2.9354
H -5.5679 5.3545 -2.0806
H -3.8865 5.7764 -2.9008
H -3.9840 7.1914 -0.8499
H -4.6531 5.7168 0.2312
H -1.9622 6.4726 0.4707
H -1.6546 5.7161 -1.2743
C 8.2315 -0.3727 5.4316
O 7.0130 -1.1124 5.3838
C 6.2457 -0.8547 4.2947
O 6.5144 -0.0713 3.3974
O 5.1280 -1.6195 4.3768
C 4.2207 -1.4514 3.2892
H 8.7644 -0.6577 6.3430
H 8.8648 -0.6159 4.5724
H 8.0290 0.7024 5.4731
H 4.6936 -1.7378 2.3443
H 3.8579 -0.4194 3.2451
H 3.3644 -2.1100 3.4586
C -6.2664 1.5384 -6.1294
O -6.9486 1.6006 -7.3804
C -6.6507 0.5853 -8.2299
O -5.8768 -0.3325 -8.0071
O -7.3632 0.7679 -9.3702
C -7.1485 -0.2333 -10.3630
H -6.5797 2.3979 -5.5304
H -6.5350 0.6254 -5.5883
H -5.1833 1.5981 -6.2770
H -7.4524 -1.2171 -9.9911
H -6.1006 -0.2444 -10.6798
H -7.7674 0.0126 -11.2303
C -0.4804 -4.0355 2.5430
O -0.0638 -3.0105 1.6430
C -1.0755 -2.2449 1.1617
O -2.2596 -2.3679 1.4335
O -0.5417 -1.3188 0.3260
C -1.4972 -0.4364 -0.2592
H 0.4087 -4.5848 2.8647
H -0.9562 -3.6019 3.4284
H -1.1562 -4.7369 2.0430
H -2.0135 0.1413 0.5142
H -2.2136 -0.9939 -0.8711
H -0.9601 0.2610 -0.9081
C -1.8934 -5.4544 -8.7082
O -1.9377 -4.6879 -7.5062
C -2.2691 -3.3846 -7.6869
O -2.5197 -2.8500 -8.7558
O -2.2737 -2.7792 -6.4726
C -2.6082 -1.3932 -6.5091
H -1.6187 -6.4797 -8.4453
H -2.8762 -5.4741 -9.1899
H -1.1341 -5.0588 -9.3905
H -3.6197 -1.2505 -6.9029
H -1.8775 -0.8352 -7.1036
H -2.5811 -1.0119 -5.4846
C 5.9222 0.1544 11.8346
O 5.2401 0.2167 10.5836
C 5.5379 -0.7986 9.7341
O 6.3119 -1.7165 9.9570
O 4.8254 -0.6160 8.5938
C 5.0401 -1.6173 7.6010
H 5.6089 1.0139 12.4336
H 5.6537 -0.7585 12.3758
H 7.0054 0.2142 11.6870
H 4.7362 -2.6010 7.9729
H 6.0880 -1.6284 7.2842
H 4.4212 -1.3713 6.7337
C -0.8366 -3.5073 12.3340
O -0.0921 -2.3083 12.5402
C 0.7336 -1.9803 11.5146
O 0.8754 -2.6106 10.4785
O 1.3740 -0.8295 11.8414
C 2.2828 -0.3610 10.8471
H -1.4622 -3.6725 13.2154
H -1.4902 -3.4105 11.4612
H -0.1647 -4.3645 12.2230
H 1.7539 -0.1384 9.9148
H 3.0794 -1.0925 10.6767
H 2.7376 0.5634 11.2136
C 0.6939 -3.3807 -1.2796
O 1.5568 -4.1495 -2.1155
C 1.9303 -3.5225 -3.2594
O 1.5945 -2.4003 -3.6045
O 2.7421 -4.3600 -3.9526
C 3.2158 -3.8286 -5.1885
H 0.4594 -3.9789 -0.3948
H 1.1914 -2.4622 -0.9521
H -0.2425 -3.1516 -1.7984
H 3.8143 -2.9280 -5.0173
H 2.3802 -3.6173 -5.8635
H 3.8548 -4.5819 -5.6575
*
```

## Properties
* SMILES: CCOCCOCCOC[C@]1(C[C@@H](C)O)CCCOS1(=O)=O.COC(=O)OC.COC(=O)OC.COC(=O)OC.COC(=O)OC.COC(=O)OC.COC(=O)OC.COC(=O)OC



# 2
Density functional theory data (wB97M-V/def2-TZVPD) for 4 unconnected molecules or ions with the total composition C35H71F12IN4O7S2 at a distorted geometry.

The geometry in ORCA input format:
```
! RIJCOSX wB97M-V def2-TZVPD def2/J DEFGRID3
* xyz 0 1
C -6.1224 3.8580 0.3979
C -6.1849 2.3842 -0.0014
O -6.1617 1.5881 1.1995
C -5.0008 1.9830 -0.9030
N -5.4000 1.2736 -2.0992
C -5.8962 2.1125 -3.1815
C -4.9972 2.1173 -4.3996
O -3.9012 2.9727 -4.0865
C -3.0802 3.3555 -5.1418
C -3.7142 4.6232 -5.7354
C -3.2544 5.1452 -7.0953
C -3.5190 6.6612 -7.1456
I -4.4375 4.2764 -8.6776
O -3.0656 2.3207 -6.1482
S -1.6330 2.0709 -6.7884
O -1.1485 0.7771 -6.4499
O -1.6123 2.4211 -8.1614
O -0.9040 3.1768 -5.9267
C -1.6174 3.4618 -4.6619
C -1.1452 2.3497 -3.7275
C -1.9644 2.1448 -2.4379
C -1.2483 1.2984 -1.3817
F -0.4708 0.3597 -1.9910
F -2.1883 0.6599 -0.6242
C -0.3515 2.1589 -0.4600
F 0.7522 2.5056 -1.1814
F -0.9869 3.3148 -0.1165
S 0.2041 1.3205 1.1656
F 0.4958 2.7493 1.7975
F 1.7142 1.2822 0.6604
F 0.0042 -0.1142 0.5451
F -1.2582 1.3494 1.7298
F 0.6999 0.6580 2.5027
C -1.0514 4.8497 -4.3393
C -1.1052 5.3485 -2.9045
O -0.1201 6.3713 -2.8327
C -2.4256 6.0076 -2.5054
F -3.4099 5.1114 -2.2978
F -2.8344 6.9066 -3.4264
F -2.2562 6.6780 -1.3311
H -6.5194 3.9620 1.4010
H -6.7125 4.4947 -0.2529
H -5.0920 4.1997 0.4275
H -7.1329 2.1383 -0.4605
H -5.3449 1.8007 1.6495
H -4.3735 1.3220 -0.3149
H -4.4208 2.8837 -1.1234
H -4.6751 0.6519 -2.4128
H -6.9220 1.8848 -3.4586
H -5.9060 3.1444 -2.8274
H -5.5712 2.4869 -5.2460
H -4.6607 1.1066 -4.6118
H -3.5181 5.4104 -5.0160
H -4.7892 4.5077 -5.7809
H -2.2006 4.9965 -7.2839
H -2.6916 7.1837 -6.6686
H -3.6034 7.0165 -8.1610
H -4.4291 6.8759 -6.5967
H -1.1226 1.4040 -4.2474
H -0.1140 2.5726 -3.4687
H -2.8351 1.5562 -2.6914
H -2.3491 3.0604 -2.0158
H 0.0055 4.7494 -4.5527
H -1.4317 5.5986 -5.0200
H -0.8401 4.5788 -2.1924
H 0.2282 6.3903 -1.9432
C 1.0728 -2.4881 2.9747
C 0.9820 -4.0002 2.8460
N 0.0622 -4.4275 1.8100
C -0.2392 -5.8470 1.8573
C 0.9013 -6.8392 1.5949
C 0.3025 -3.8723 0.4905
C 1.6751 -4.1151 -0.1497
H 0.0879 -2.0455 3.1308
H 1.6977 -2.2287 3.8318
H 1.5260 -2.0254 2.0974
H 0.6240 -4.4035 3.7969
H 1.9985 -4.4014 2.7010
H -1.0541 -6.0491 1.1572
H -0.6522 -6.0583 2.8486
H 1.1688 -6.8849 0.5400
H 0.5862 -7.8429 1.8868
H 1.7967 -6.5987 2.1689
H 0.1395 -2.7930 0.5439
H -0.4788 -4.2368 -0.1807
H 2.4897 -3.9539 0.5593
H 1.8260 -3.4202 -0.9787
H 1.7692 -5.1212 -0.5559
C 8.7765 -6.1303 -0.3595
C 7.5279 -5.8976 -1.1971
N 6.3135 -5.8401 -0.4074
C 5.1025 -5.9007 -1.2048
C 4.8144 -4.7492 -2.1764
C 6.3093 -4.8706 0.6731
C 6.5450 -3.3950 0.3215
H 8.6708 -7.0245 0.2557
H 9.6374 -6.2676 -1.0147
H 8.9977 -5.2848 0.2928
H 7.4286 -6.7316 -1.8965
H 7.6776 -4.9935 -1.8091
H 4.2513 -6.0143 -0.5274
H 5.1366 -6.8307 -1.7813
H 4.4841 -3.8521 -1.6543
H 4.0078 -5.0376 -2.8537
H 5.6785 -4.4960 -2.7912
H 7.0692 -5.1716 1.3985
H 5.3618 -4.9652 1.2101
H 7.3683 -3.2668 -0.3823
H 6.8017 -2.8397 1.2259
H 5.6579 -2.9253 -0.1011
C 1.2704 0.3973 10.1847
C 1.3235 0.8069 8.7205
N 1.9652 -0.1801 7.8745
C 2.2712 0.3124 6.5440
C 1.1037 0.6966 5.6270
C 1.4125 -1.5210 7.9397
C -0.0726 -1.7082 7.5984
H 2.2664 0.1558 10.5572
H 0.8739 1.2195 10.7815
H 0.6210 -0.4634 10.3478
H 1.9022 1.7314 8.6478
H 0.3024 1.0510 8.3856
H 2.8912 -0.4320 6.0363
H 2.9151 1.1901 6.6603
H 0.5879 -0.1791 5.2351
H 1.4838 1.2519 4.7695
H 0.3751 1.3326 6.1312
H 1.5796 -1.9053 8.9489
H 2.0133 -2.1674 7.2951
H -0.7008 -0.9494 8.0669
H -0.4121 -2.6801 7.9621
H -0.2546 -1.6873 6.5248
*
```

## Properties
* SMILES: C[C@H](O)CNCCO[C@]1(C[C@H](C)I)OS(=O)(=O)O[C@@]1(CCC(F)(F)C(F)(F)S(F)(F)(F)(F)F)C[C@@H](O)C(F)(F)F.CCN(CC)CC.CCN(CC)CC.CCN(CC)CC



# 3
Density functional theory data (wB97M-V/def2-TZVPD) for 4 unconnected molecules or ions with the total composition C35H73N2O11P at a distorted geometry.

The geometry in ORCA input format:
```
! RIJCOSX wB97M-V def2-TZVPD def2/J DEFGRID3
* xyz 0 1
C -1.4381 -1.8117 -1.3075
C -0.9533 -2.7656 -0.4893
C -0.7124 -2.5350 0.9881
C -1.2989 -3.7246 1.7577
C 0.8239 -2.4799 1.2838
C 1.6835 -1.8813 0.1658
C 3.0766 -1.4778 0.7045
C 3.7950 -0.4473 -0.1805
C 5.2440 -0.8195 -0.5544
C 6.2462 0.3382 -0.4001
C 7.0018 0.2492 0.9381
C 8.2320 1.1682 0.9515
C 9.0136 1.0250 2.2576
C 10.3752 1.6957 2.1752
O 10.2373 2.9884 1.5930
C 10.9158 3.9830 2.3392
O -1.1969 -1.2740 1.4075
C -2.6300 -1.1925 1.5102
C -3.0072 0.2971 1.5586
N -3.8657 0.8022 0.4871
C -5.0522 -0.0028 0.2492
N -6.2315 0.8199 -0.0914
C -3.1598 1.1195 -0.7481
C -3.7098 2.4008 -1.4141
C -2.6151 3.3268 -1.9309
C -1.6414 2.6238 -2.9053
P -3.8278 0.7360 3.1764
C -4.3972 2.4697 2.8627
C -4.9023 3.2041 4.0985
C -2.4775 0.7598 4.4316
C -2.9307 1.2307 5.8248
H -1.9625 -2.1356 -2.1999
H -1.3121 -0.7648 -1.0731
H -0.6948 -3.7559 -0.8566
H -1.4643 -3.4486 2.7993
H -2.2402 -4.0837 1.3407
H -0.6004 -4.5566 1.7541
H 1.1890 -3.4934 1.4447
H 0.9529 -1.8874 2.1884
H 1.8617 -2.6479 -0.5882
H 1.2129 -1.0052 -0.2771
H 3.6825 -2.3860 0.7100
H 2.9664 -1.1419 1.7347
H 3.2106 -0.2768 -1.0856
H 3.8383 0.5175 0.3291
H 5.2960 -1.2074 -1.5728
H 5.5673 -1.6329 0.0956
H 5.7385 1.3020 -0.4164
H 7.0148 0.3023 -1.1723
H 7.3271 -0.7771 1.1213
H 6.3412 0.5378 1.7611
H 8.8485 0.8998 0.0906
H 7.8710 2.1875 0.8366
H 9.1185 -0.0251 2.5284
H 8.4442 1.5470 3.0310
H 10.8491 1.7578 3.1572
H 11.0543 1.1166 1.5385
H 11.0145 4.8800 1.7328
H 10.3589 4.2294 3.2464
H 11.9210 3.6397 2.5945
H -3.0503 -1.7009 0.6441
H -2.9389 -1.6654 2.4460
H -2.0648 0.8474 1.5110
H -4.8569 -0.6383 -0.6272
H -5.2569 -0.6891 1.0681
H -6.9394 0.5950 0.5949
H -6.5568 0.5321 -1.0043
H -3.1686 0.2814 -1.4556
H -2.1153 1.3269 -0.5131
H -4.4519 2.1811 -2.1830
H -4.2569 2.9249 -0.6299
H -2.0927 3.8390 -1.1238
H -3.1121 4.1096 -2.5102
H -0.8070 2.1878 -2.3628
H -2.1996 1.8512 -3.4345
H -1.2994 3.3272 -3.6605
H -5.1645 2.3932 2.0962
H -3.5744 3.0291 2.4029
H -5.2816 4.1768 3.7761
H -4.1148 3.4134 4.8146
H -5.7451 2.6848 4.5514
H -2.1391 -0.2730 4.5164
H -1.6203 1.3399 4.0805
H -4.0111 1.3300 5.9040
H -2.4927 2.2016 6.0457
H -2.6247 0.5241 6.5927
C -7.9206 -0.0373 -5.4805
O -6.9123 -1.0459 -5.3726
C -6.5319 -1.3081 -4.1277
O -6.9604 -0.7810 -3.1318
O -5.5968 -2.2551 -4.1628
C -5.1100 -2.6060 -2.8682
H -8.1311 0.0718 -6.5399
H -8.8262 -0.3427 -4.9600
H -7.5606 0.9092 -5.0822
H -5.9183 -2.9918 -2.2491
H -4.6481 -1.7451 -2.3882
H -4.3647 -3.3852 -3.0000
C 9.2435 -0.9008 -5.1594
O 10.4126 -0.2699 -4.6343
C 10.1689 0.8522 -3.9582
O 9.0863 1.3399 -3.7718
O 11.3301 1.3351 -3.5233
C 11.2156 2.5477 -2.7741
H 9.5839 -1.7913 -5.6795
H 8.5669 -1.1860 -4.3559
H 8.7339 -0.2432 -5.8609
H 10.6109 2.3919 -1.8823
H 10.7882 3.3400 -3.3857
H 12.2224 2.8276 -2.4786
C -8.7933 -1.5338 -1.1040
O -9.6765 -2.3538 -0.3362
C -9.1426 -2.7838 0.8049
O -8.0329 -2.5362 1.1987
O -10.0450 -3.5316 1.4346
C -9.5981 -4.0592 2.6857
H -9.3278 -1.2431 -2.0033
H -8.5207 -0.6430 -0.5453
H -7.8995 -2.0878 -1.3839
H -9.3537 -3.2546 3.3764
H -8.7340 -4.7051 2.5433
H -10.4238 -4.6410 3.0844
*
```

## Properties
* SMILES: C=C[C@@](C)(CCCCCCCCCCOC)OC[C@@H](N(CN)CCCC)P(CC)CC.COC(=O)OC.COC(=O)OC.COC(=O)OC



Going through the records in order, we get gap between HOMO and LUMO values of 9.822 8.225 8.150 eV.